No. 1
The following is a quantum chemistry calculation of a 2-piece molecular cluster, C4H11N3O2 overall, from the OMol25 dataset.

Summary:
<S²>	0.791
gap between HOMO and LUMO (spin up / spin down)	10.38 / 6.19	eV

```
! RIJCOSX wB97M-V def2-TZVPD def2/J DEFGRID3
* xyz 1 2
C 2.1611 -0.1296 1.4256
C 0.8514 1.8274 0.4815
N -0.2251 1.7597 -0.3444
N 0.9330 0.6259 1.1019
N 1.7197 2.8571 0.8618
H -1.2277 0.1737 -1.2819
H -0.4241 2.7211 -0.7834
H 0.2857 -0.1288 0.8168
H 1.2561 3.7955 0.5622
H 2.7235 2.6655 0.5733
H 2.5011 -0.7466 0.5345
H 1.9310 -0.8011 2.2992
H 2.9684 0.6564 1.6689
C -2.3096 -2.7961 -0.9467
C -1.2543 -1.7500 -0.9224
O -1.8358 -0.5880 -1.2213
O -0.1568 -1.7416 -0.3711
H -3.3301 -2.7973 -0.4460
H -1.7930 -3.7937 -0.7701
H -2.6331 -2.7165 -1.9971
*
```

No. 2
The following is a quantum chemistry calculation of the molecule C5H9NS, from the OMol25 dataset.

Summary:
structure (SMILES)	CC1(C)CN1C=S
gap between HOMO and LUMO	8.82	eV

```
! RIJCOSX wB97M-V def2-TZVPD def2/J DEFGRID3
* xyz 0 1
C -0.8805 -0.5471 0.9100
C 0.1106 -0.0515 -0.1440
C -0.5620 0.4449 -1.4291
C 1.2126 0.9367 0.3266
N 1.4487 -0.4623 -0.1385
C 1.9446 -1.4736 0.6717
S 3.1603 -1.2277 1.7650
H -1.5924 0.1092 1.2312
H -0.2764 -0.7413 1.7428
H -1.2474 -1.3930 0.5477
H -0.8508 1.5036 -1.3225
H -1.5328 -0.0175 -1.4190
H 0.0845 0.1033 -2.2986
H 1.6025 1.6410 -0.4126
H 1.5411 1.2522 1.2646
H 1.6386 -2.5425 0.6298
*
```

No. 3
The following is a quantum chemistry calculation of C28H68BGaNO2 as an isolated structure, from the OMol25 dataset.

Summary:
gap between HOMO and LUMO	6.13	eV

```
! RIJCOSX wB97M-V def2-TZVPD def2/J DEFGRID3
* xyz -1 1
C -3.8135 1.5923 -9.8660
O -4.9012 0.7057 -9.4043
C -4.5146 -0.0486 -8.1987
C -4.2586 1.0175 -6.9451
C -4.7580 0.3778 -5.5206
C -3.6896 0.6523 -4.2697
C -2.1818 0.1044 -4.6558
C -1.3349 -0.4776 -3.3539
C -0.7876 0.6854 -2.3365
Ga 0.7783 1.8257 -3.0735
B 1.7111 2.7106 -1.4510
O 1.3810 2.1524 -0.0929
N 2.6723 3.8824 -1.4718
C 2.0309 5.1853 -1.0505
C 3.4486 3.9936 -2.7639
H -4.0567 1.9096 -10.9848
H -3.6917 2.5728 -9.2355
H -2.7521 1.0480 -9.9132
H -5.3248 -0.8106 -7.8221
H -3.5084 -0.6642 -8.3327
H -4.8834 2.0041 -7.1629
H -3.1279 1.3161 -6.9900
H -5.8213 0.8532 -5.2869
H -4.9647 -0.7869 -5.6574
H -3.6968 1.8261 -4.0696
H -4.0784 0.0460 -3.3212
H -1.5766 0.9339 -5.2529
H -2.3474 -0.8034 -5.4096
H -0.5138 -1.2530 -3.6962
H -2.1279 -1.1174 -2.7317
H -1.6549 1.4074 -1.9632
H -0.3752 0.1452 -1.3551
H 0.3035 3.0196 -4.0660
H 1.8970 0.9537 -3.8539
H 1.6386 1.1727 -0.1007
H 2.8364 6.0372 -1.2744
H 1.0197 5.3533 -1.6151
H 1.8313 5.2264 0.1259
H 4.3544 4.7390 -2.5417
H 2.8570 4.4803 -3.6570
H 3.9495 2.9623 -3.0231
C 2.9650 -1.1928 5.9719
C 3.7909 -1.5188 4.7368
C 3.9716 -0.3179 3.8049
C 2.6730 0.2407 3.2093
C 1.8431 -0.7679 2.4113
C 2.5734 -1.3019 1.1888
H 1.9496 -0.8813 5.7104
H 2.8839 -2.0764 6.6157
H 3.4339 -0.3921 6.5520
H 3.3371 -2.3583 4.2005
H 4.7820 -1.8620 5.0594
H 4.6562 -0.5985 2.9954
H 4.4744 0.4876 4.3547
H 2.9262 1.0881 2.5595
H 2.0499 0.6542 4.0107
H 0.9202 -0.2762 2.0804
H 1.5294 -1.6024 3.0471
H 2.8435 -0.4860 0.5110
H 1.9323 -2.0005 0.6412
H 3.4859 -1.8384 1.4643
C -7.1631 -0.2975 -1.8202
C -6.7454 -1.6646 -2.3403
C -7.6294 -2.1635 -3.4862
C -9.1046 -2.3733 -3.1217
C -9.3516 -3.3480 -1.9677
C -8.8742 -4.7598 -2.2711
H -8.1772 -0.3118 -1.4105
H -6.4877 0.0239 -1.0188
H -7.1228 0.4502 -2.6182
H -6.7374 -2.3859 -1.5171
H -5.7108 -1.6005 -2.7006
H -7.2100 -3.0995 -3.8744
H -7.5766 -1.4467 -4.3153
H -9.6338 -2.7339 -4.0130
H -9.5617 -1.4088 -2.8724
H -10.4285 -3.3796 -1.7621
H -8.8789 -2.9887 -1.0477
H -9.3807 -5.1591 -3.1555
H -9.0923 -5.4218 -1.4266
H -7.7951 -4.7936 -2.4465
C 8.1956 -0.9959 10.2978
C 8.4970 0.2507 9.4799
C 7.2723 0.7861 8.7335
C 6.6799 -0.1708 7.6913
C 7.6542 -0.6184 6.5989
C 8.1625 0.5353 5.7483
H 7.8635 -1.8250 9.6663
H 9.0961 -1.3256 10.8290
H 7.4181 -0.7940 11.0408
H 9.3147 0.0454 8.7818
H 8.8622 1.0333 10.1569
H 7.5386 1.7348 8.2521
H 6.4895 1.0311 9.4624
H 5.8176 0.3193 7.2215
H 6.2813 -1.0597 8.1938
H 7.1412 -1.3349 5.9459
H 8.5024 -1.1585 7.0323
H 7.3311 1.0521 5.2585
H 8.8367 0.1624 4.9703
H 8.7187 1.2642 6.3449
*
```

No. 4
The following is a quantum chemistry calculation of C5H6IO3 as an isolated structure, from the OMol25 dataset.

Summary:
<S²>	2.013
gap between HOMO and LUMO (spin up / spin down)	5.52 / 5.25	eV

```
! RIJCOSX wB97M-V def2-TZVPD def2/J DEFGRID3
* xyz -1 3
C 0.4182 0.0834 -0.4320
C -2.1716 1.3213 -0.1748
C 2.4668 -1.1815 0.6435
C 0.4419 -0.7346 -1.6354
C -1.6068 1.7122 1.1893
O 3.1030 -1.0492 -0.3595
O 2.3202 -1.8919 1.5777
O 1.0777 -0.0378 0.5966
I -3.0631 -0.6994 0.0429
H 0.6788 -0.0752 -2.5451
H -0.6309 -1.1503 -1.6434
H 1.3140 -1.4288 -1.7913
H -0.8038 2.4298 1.0642
H -2.5206 1.7940 1.7972
H -1.0239 0.9079 1.6700
*
```

No. 5
The following is a quantum chemistry calculation of a 2-piece molecular cluster, C2H7NOS overall, from the OMol25 dataset.

Summary:
structure (SMILES)	CSC.N=O
gap between HOMO and LUMO	8.54	eV

```
! RIJCOSX wB97M-V def2-TZVPD def2/J DEFGRID3
* xyz 0 1
C -0.9230 1.3599 0.2514
S -0.6712 -0.1401 -0.7689
C 1.0220 0.0231 -1.2988
H -1.2516 2.1609 -0.3414
H -0.0289 1.4328 0.9380
H -1.7265 1.0389 0.8079
H 1.3801 0.7999 -2.0043
H 1.5287 0.2349 -0.2503
H 1.2780 -0.9303 -1.8021
N 0.1461 -1.8129 1.2794
O -0.4024 -1.5779 2.3684
H -0.3513 -2.5892 0.8206
*
```

No. 6
The following is a quantum chemistry calculation of C45H63N5OP2SiTl as an isolated structure, from the OMol25 dataset.

Summary:
gap between HOMO and LUMO	5.98	eV

```
! RIJCOSX wB97M-V def2-TZVPD def2/J DEFGRID3
* xyz -1 1
Tl 0.1277 0.1150 -0.3192
C 3.6084 -1.5640 1.5307
C 4.1729 -0.5487 0.5622
C 4.3811 -1.1975 -0.8177
P 2.9871 0.8075 0.3635
C 3.7932 2.3013 -0.4292
C 5.2905 2.2360 -0.5241
C 3.3023 2.3802 -1.8802
C 2.8547 1.4288 2.0418
C 3.9875 1.8264 2.7315
C 3.9126 2.2326 4.0710
C 5.1358 2.4855 4.8761
C 2.6179 2.2504 4.6810
C 1.4612 1.8137 4.0728
C 1.5545 1.4033 2.6692
N 0.4814 0.7992 2.0171
C -0.7436 0.4612 2.7582
C -0.8100 -0.7648 3.4145
C 0.3574 -1.7294 3.4713
C -2.1163 -1.2217 3.9072
C -3.2647 -0.5018 3.6956
C -4.5968 -1.0773 4.0943
C -3.1451 0.7739 3.0997
C -1.9157 1.2458 2.6107
C -1.7420 2.6193 1.9709
H 4.3013 -2.4750 1.4903
H 2.6714 -1.9715 1.0648
H 3.5127 -1.3050 2.5792
H 5.1126 -0.1992 0.9533
H 3.5274 -1.7624 -1.1467
H 5.1051 -2.0145 -0.8659
H 4.7120 -0.4505 -1.5756
H 3.4321 3.1554 0.1923
H 5.5245 1.3218 -1.0688
H 5.8723 2.2053 0.4146
H 5.6862 3.1329 -1.0657
H 3.4347 1.4290 -2.4482
H 3.9673 3.0691 -2.4031
H 2.2312 2.6285 -1.9670
H 4.9562 1.6504 2.2404
H 5.4857 1.5922 5.3926
H 4.8508 3.1547 5.6967
H 5.9272 2.9977 4.3988
H 2.5839 2.6120 5.7475
H 0.5073 1.6953 4.5869
H 0.4951 -2.1033 2.4668
H 0.0359 -2.6226 4.0739
H 1.3165 -1.3578 3.8811
H -2.1686 -2.2644 4.2628
H -5.5135 -0.5298 3.8054
H -4.6036 -1.0530 5.1717
H -4.6711 -2.1376 3.7583
H -4.0531 1.3485 3.0086
H -1.2002 2.6480 1.0406
H -1.0740 3.2337 2.7034
H -2.6279 3.2073 1.8741
N -4.8395 9.4119 -1.3759
C -4.5760 10.1126 -0.4288
C -1.4357 2.7515 -4.3111
N -2.6824 2.4600 -3.6496
C -2.4483 2.8397 -2.2658
N -2.0695 4.2799 -2.1369
C -0.8015 4.5188 -2.8791
N -0.9653 4.1356 -4.2545
C -1.9268 5.0735 -4.9351
P -3.6883 4.9967 -4.2464
C -3.8734 3.0426 -4.1885
C -3.1699 5.1826 -2.4622
H -1.5668 2.5579 -5.3530
H -0.6890 2.0868 -4.0501
H -5.3737 8.8401 -1.9843
H -1.5490 2.3032 -1.9003
H -3.2953 2.5908 -1.6403
H -0.0719 3.9038 -2.4348
H -0.4888 5.5797 -2.8279
H -1.9755 4.7275 -5.9488
H -1.5373 6.1184 -4.9164
H -4.1271 2.7876 -5.2086
H -4.5578 2.7832 -3.4450
H -4.0103 4.9107 -1.7800
H -2.8806 6.1870 -2.3150
C -1.1166 -4.2053 -3.1804
C -0.0446 -3.2336 -2.5162
C 1.4029 -3.6291 -3.0074
C -0.3187 -1.8770 -3.1668
Si -0.2114 -3.2257 -0.6366
O 0.7264 -2.1069 0.0286
C 0.4998 -4.9161 -0.0271
C 1.5572 -4.9524 0.8975
C 2.1220 -6.1454 1.3609
C 1.6748 -7.3977 0.8745
C 0.5922 -7.3413 0.0105
C -0.0166 -6.1695 -0.3417
C -1.9987 -3.2222 -0.1411
C -2.5467 -4.0603 0.8333
C -3.8787 -4.0318 1.2091
C -4.7363 -3.0887 0.6132
C -4.2343 -2.1876 -0.3203
C -2.8449 -2.2181 -0.6252
H -1.0734 -4.1918 -4.2765
H -2.1488 -3.9934 -2.8830
H -0.7328 -5.1990 -2.8574
H 1.5159 -3.7430 -4.0485
H 1.5428 -4.5871 -2.4966
H 2.1345 -2.9248 -2.5914
H -0.1265 -1.8929 -4.2329
H 0.3516 -1.0889 -2.8148
H -1.3222 -1.4392 -3.0856
H 1.9481 -4.0091 1.2832
H 2.9157 -6.0531 2.0598
H 2.1354 -8.3396 1.1042
H 0.0499 -8.2699 -0.1513
H -0.9813 -6.2699 -0.8970
H -1.9492 -4.8407 1.3349
H -4.2316 -4.7885 1.8628
H -5.8125 -3.0432 0.9293
H -4.8613 -1.4682 -0.7690
H -2.4115 -1.4410 -1.3289
*
```

No. 7
The following is a quantum chemistry calculation of C24H24N8PbS as an isolated structure, from the OMol25 dataset.

Summary:
gap between HOMO and LUMO	7.32	eV

```
! RIJCOSX wB97M-V def2-TZVPD def2/J DEFGRID3
* xyz 2 1
Pb -0.2054 0.1579 0.6857
C -3.7350 -2.2340 -1.8109
C -2.4986 -1.6459 -1.2064
N -2.3755 -1.2114 -0.0042
N -3.3748 -1.2565 0.8908
C -3.2123 -0.9895 2.2136
N -4.2908 -1.1404 2.9836
S -1.7755 -0.4839 2.9171
C -1.2832 -1.6066 -2.0351
C -1.2846 -2.0509 -3.3569
C -0.0959 -2.0774 -4.0698
C 1.0723 -1.6751 -3.4428
C 0.9841 -1.2215 -2.1360
N -0.1525 -1.1724 -1.4614
H -4.5847 -2.2708 -1.1338
H -4.0385 -1.6515 -2.6793
H -3.5391 -3.2516 -2.1459
H -4.2772 -1.6394 0.6055
H -5.1816 -1.4726 2.6457
H -4.1993 -0.9814 3.9742
H -2.1944 -2.3763 -3.8295
H -0.0843 -2.4174 -5.0933
H 2.0213 -1.7095 -3.9523
H 1.8624 -0.8953 -1.5997
N -1.7106 2.2477 1.0498
C -1.1419 3.4896 0.5880
C -1.8011 4.6808 0.7707
C -1.2660 5.8868 0.2991
C -0.0610 5.8992 -0.3451
C 0.6530 4.6990 -0.5371
C 1.9044 4.6661 -1.1839
C 2.5395 3.4647 -1.3602
C 1.9248 2.3047 -0.8760
N 0.7685 2.2961 -0.2525
C 0.1097 3.4669 -0.0722
H -2.5863 2.0825 0.5604
H -1.9369 2.3239 2.0398
H -2.7525 4.6907 1.2850
H -1.8196 6.7990 0.4492
H 0.3612 6.8192 -0.7179
H 2.3445 5.5886 -1.5316
H 3.4936 3.4042 -1.8584
H 2.4034 1.3445 -1.0084
N 4.0732 -0.9590 2.1392
C 3.0861 -0.0986 1.8413
N 1.9881 -0.7006 1.4444
C 2.2595 -2.0535 1.4872
C 1.4669 -3.1537 1.1796
C 2.0353 -4.4016 1.3183
C 3.3555 -4.5656 1.7513
C 4.1551 -3.4876 2.0673
C 3.5871 -2.2286 1.9282
H 4.9948 -0.7223 2.4761
H 3.1889 0.9670 1.9139
H 0.4475 -3.0184 0.8529
H 1.4531 -5.2809 1.0918
H 3.7558 -5.5620 1.8429
H 5.1697 -3.6153 2.4079
*
```